Below is C16H18CoN4O5S as an isolated structure, with properties calculated with ωB97M-V/def2-TZVPD.

Net charge: +1
Electronic energy (eV): -81539.332
Orbital gap (eV): 7.80
LUMO energy (eV): -4.23
F_max (eV/Å): 0.7
M (g mol⁻¹): 437.34

```
45
C16H18CoN4O5S (ωB97M-V/def2-TZVPD)
Co -0.478 0.283 -0.351
O 0.311 1.495 3.277
C 0.007 0.742 2.393
O 0.425 0.925 1.142
C -0.738 -0.565 2.627
C -0.022 -1.648 1.817
C -0.460 -3.052 2.201
C -1.893 -3.113 1.628
C -2.037 -1.744 0.982
O -0.665 -1.484 0.500
C -2.181 -0.634 2.017
C -2.605 0.676 1.345
O -3.301 1.484 1.899
O -2.185 0.794 0.090
H -0.747 -0.773 3.694
H 1.048 -1.498 1.706
H -0.419 -3.190 3.281
H 0.183 -3.799 1.740
H -2.654 -3.260 2.393
H -1.996 -3.906 0.891
H -2.715 -1.682 0.136
H -2.916 -0.870 2.782
C 3.363 0.823 -1.889
C 1.962 0.940 -1.407
N 1.172 -0.060 -1.255
N 1.407 -1.332 -1.692
C 0.311 -1.915 -2.260
N 0.472 -3.135 -2.764
S -1.161 -1.086 -2.343
C 1.244 2.220 -1.187
C 1.796 3.468 -1.344
C 0.965 4.583 -1.233
C -0.377 4.402 -0.981
C -0.872 3.110 -0.823
N -0.075 2.061 -0.931
H 3.951 0.232 -1.184
H 3.842 1.791 -1.989
H 3.387 0.326 -2.863
H 2.332 -1.735 -1.677
H 1.368 -3.591 -2.825
H -0.320 -3.584 -3.192
H 2.851 3.589 -1.542
H 1.376 5.576 -1.344
H -1.052 5.240 -0.889
H -1.903 2.897 -0.575
```